# ClIS

An isolated molecule of ClIS at a distorted geometry (ωB97M-V/def2-TZVPD, the OMol25 dataset).

Each line ends with the Löwdin charge.
Atoms and positions in Å:
Cl  -0.493  -0.622  0.000  -0.18
I  2.388  -0.254  0.000  0.13
S  -1.895  0.876  0.000  0.05

The calculation puts the largest force on an atom at 2.1 eV/Å. The energy relative to the best compared isomer or geometry (same formula, charge and spin) is 2.672 eV. The value obtained for the HOMO energy (alpha / beta) is -9.21 / -9.21 eV.

***

# C29H34Cl4N5NiO

A structure of composition C29H34Cl4N5NiO at a distorted geometry (ωB97M-V/def2-TZVPD, the OMol25 dataset).

Each line ends with the Löwdin charge.
Atoms and positions in Å:
C  -1.030  1.580  -3.348  -0.09
H  0.967  1.817  6.934  0.11
H  -3.752  -3.981  -3.272  0.10
H  -2.571  1.076  2.906  0.00
H  -1.185  1.400  3.835  0.01
H  4.496  1.152  -0.886  0.10
Cl  1.833  -3.568  4.093  0.51
H  -1.911  -0.053  -6.582  0.11
H  0.020  0.021  1.539  0.05
C  -2.421  -2.473  -2.670  -0.11
C  4.833  3.055  -3.513  -0.13
C  1.490  0.384  -0.087  -0.30
C  -4.677  -2.364  1.307  -0.05
C  2.172  0.470  5.656  -0.11
O  1.712  0.973  -1.361  -0.16
C  -1.852  -4.811  -2.603  -0.08
H  -0.477  -3.078  4.491  0.03
N  -4.535  0.328  0.739  0.05
C  6.226  3.277  -3.552  -0.03
C  -5.702  -1.566  1.807  -0.07
H  2.198  0.680  0.687  0.08
Cl  -3.179  2.437  4.797  0.53
H  6.707  3.893  -4.297  0.11
H  1.564  -0.703  -0.112  0.12
H  -2.810  -2.488  0.215  0.08
C  2.823  0.286  4.485  -0.08
N  -0.004  0.934  -4.027  0.00
C  5.010  1.712  -1.653  -0.10
Cl  -2.388  -0.473  4.646  0.48
Ni  2.174  1.429  -3.389  0.70
Cl  -0.281  -2.875  2.135  0.53
H  -0.116  1.643  0.811  0.08
C  -3.544  -1.814  0.631  -0.11
H  -3.105  -1.674  -2.913  0.10
C  -1.704  0.252  -5.567  -0.04
H  0.473  -0.250  -5.611  0.11
C  -1.165  -2.206  -2.078  -0.08
C  -2.761  -3.761  -2.905  -0.09
H  -3.081  2.051  -3.156  0.12
C  0.289  -2.725  3.800  -1.04
H  -6.518  -1.996  2.369  0.10
N  -0.599  -4.537  -2.040  0.05
H  -3.702  0.991  -5.290  0.13
N  4.222  2.185  -2.675  0.00
H  8.081  3.102  -2.268  0.12
H  -0.970  -1.151  -1.953  0.07
H  3.415  -0.616  4.442  0.10
H  -6.379  0.508  1.760  0.09
H  -2.051  -5.846  -2.840  0.10
H  3.039  1.214  2.556  0.07
C  -2.374  1.466  -3.724  -0.06
C  -5.580  -0.190  1.561  -0.09
C  2.661  1.345  3.559  -0.12
H  4.207  3.593  -4.210  0.10
C  -3.485  -0.510  0.383  -0.19
H  0.470  -1.667  3.987  -0.01
H  -0.742  2.114  -2.455  0.10
H  -2.803  -0.070  -0.329  0.07
H  0.634  -3.159  -1.190  0.09
H  -0.747  0.376  0.021  0.03
C  7.050  2.851  -2.469  -0.01
C  -0.313  -3.261  -1.700  -0.16
H  -4.572  -3.411  1.550  0.10
C  6.333  2.093  -1.508  -0.05
C  -0.359  0.226  -5.115  -0.10
C  0.134  0.599  0.622  -0.08
C  -2.727  0.829  -4.856  -0.07
H  2.083  -0.367  6.333  0.11
H  1.057  3.584  5.335  0.11
N  2.050  2.533  3.885  0.06
C  -2.252  1.200  3.941  -0.99
C  1.536  1.636  6.034  -0.06
H  6.984  1.723  -0.730  0.11
C  1.482  2.623  5.084  -0.18

Its net charge is +1. As for the spin multiplicity: 3. The calculation puts the largest force on an atom at 4.5 eV/Å. The energy relative to the best compared isomer or geometry (same formula, charge and spin) is 2.395 eV. The value obtained for the HOMO energy (alpha / beta) is -11.47 / -11.47 eV.

***

# C4H7NOS

An isolated molecule of C4H7NOS at a distorted geometry (ωB97M-V/def2-TZVPD, the OMol25 dataset).

Each line ends with the Löwdin charge.
Atoms and positions in Å:
C  -1.085  0.071  0.111  -0.88
H  -0.481  2.123  0.756  0.11
H  3.428  -0.655  0.601  0.09
C  0.992  0.468  0.508  -0.26
C  -0.265  1.343  0.025  -0.09
H  1.580  -0.079  -1.448  0.14
N  0.020  -0.610  0.477  0.06
H  0.122  -1.555  0.637  0.12
H  2.738  1.116  -0.686  0.13
H  -0.007  1.847  -0.923  0.12
O  2.867  -0.812  -0.167  -0.06
H  1.317  0.735  1.523  0.15
S  -2.620  -0.353  -0.199  0.62
C  2.050  0.267  -0.524  -0.25

The SMILES is OC[C@H]1CC(=S)N1. The calculation puts the largest force on an atom at 2.4 eV/Å. The energy relative to the best compared isomer or geometry (same formula, charge and spin) is 1.438 eV. The value obtained for the HOMO energy is -8.40 eV.